Entry from the OMol25 dataset: 12 unconnected molecules or ions with the total composition C38H101N23O13P (wB97M-V/def2-TZVPD).

Its total energy is -4087.59364 a.u. As for the orbital gap: 7.917 eV. As for the largest force on an atom: 0.019 hartree/bohr. The relative energy (zero: lowest compared OMol25 entry of this formula, charge and spin) comes out at 0.00 kcal per mole.

```
! RIJCOSX wB97M-V def2-TZVPD def2/J DEFGRID3
* xyz 1 1
P 0.388 1.089 -1.974
O 8.507 -8.285 -5.746
O 4.012 1.205 6.898
O 5.923 -2.652 -3.252
O -10.565 4.568 -2.444
O 0.750 2.322 -0.984
O -3.059 0.599 0.154
O -2.317 10.813 -3.439
O 1.195 -6.678 1.902
O -10.103 3.869 1.611
O -6.283 -1.104 2.290
O -5.538 4.590 1.654
O 1.659 2.145 10.694
O 10.081 -4.105 -6.466
N -7.864 -2.705 1.986
N 1.028 -7.928 3.784
N -8.806 4.521 -1.015
N 4.437 3.424 7.040
N 4.176 -1.324 -3.794
N 6.336 -0.501 -3.834
N -0.153 1.620 9.448
N -11.722 2.593 2.549
N 6.612 -9.523 -5.867
N -7.398 3.300 1.770
N 8.670 -10.533 -5.583
N -11.627 4.864 2.945
N 8.569 -3.115 -5.100
N -0.625 11.888 -4.494
N 8.384 -5.355 -5.625
N 3.997 2.191 8.938
N -8.662 5.648 -3.027
N -0.969 12.172 -2.226
N -7.296 -1.236 0.285
N 3.091 -7.260 2.990
N -5.295 2.358 1.921
N -0.108 1.156 11.712
N -1.650 -0.924 -1.848
C -1.439 6.387 -3.497
C 4.139 2.204 7.591
C -2.089 7.620 -4.142
C -1.437 -4.351 -2.230
C -1.247 -3.098 -3.087
C 5.267 -0.241 1.582
C 1.736 -7.252 2.833
C 4.659 -2.766 1.216
C -9.421 4.888 -2.175
C 5.378 -1.520 0.716
C -2.627 -1.598 -0.920
C 4.052 -4.225 -0.799
C -6.054 3.490 1.782
C 0.539 1.671 10.625
C 1.737 -0.064 -1.530
C 2.174 -5.733 -1.701
C -2.756 4.804 -1.963
C -1.111 0.305 -1.131
C 5.010 -4.013 0.384
C 4.858 -0.426 3.042
C 1.285 1.051 3.465
C -11.093 3.780 2.328
C -1.367 11.572 -3.389
C 9.078 -4.194 -5.780
C -2.351 1.194 -0.935
C -3.593 -0.639 -0.215
C -0.245 -5.289 -2.224
C -7.104 -1.656 1.572
C 5.513 -1.561 -3.606
C -0.643 -1.885 -2.382
C -1.887 3.528 -1.881
C 7.965 -9.376 -5.732
C 2.809 0.981 3.550
C 1.006 -4.759 -1.541
C 3.334 -0.414 3.233
C 3.249 -5.509 -0.652
C -2.180 2.667 -0.642
C -1.927 6.086 -2.067
H 4.573 0.459 1.107
H 0.157 12.514 -4.476
H -1.687 -4.098 -1.196
H -3.368 4.749 -2.864
H 3.559 -7.724 3.746
H -3.903 -1.126 0.710
H 3.931 -6.364 -0.647
H 3.035 -1.084 4.042
H -1.059 6.012 -1.406
H 7.568 -5.429 -5.048
H -9.090 5.940 -3.886
H 2.627 0.564 -1.571
H 6.240 0.253 1.563
H -0.193 12.803 -2.166
H 0.000 -1.345 -3.069
H 1.657 -0.507 -0.535
H 3.379 -3.365 -0.882
H -2.044 -2.158 -0.191
H -12.537 2.500 3.125
H 0.933 0.639 2.514
H 0.925 2.079 3.517
H -1.579 5.511 -4.136
H -5.676 1.432 2.011
H 0.378 1.184 12.589
H -2.517 6.927 -1.702
H -7.862 4.774 -0.787
H 3.807 -0.442 -4.097
H -2.203 -2.806 -3.534
H -11.354 1.781 2.089
H -2.295 -4.899 -2.626
H 3.575 -2.636 1.151
H -7.998 4.101 1.669
H 9.069 -2.252 -5.195
H 0.769 2.101 -0.042
H -6.745 -0.445 0.008
H -1.449 2.826 0.152
H -2.184 -0.570 -2.647
H -11.184 5.750 2.787
H 1.454 -8.406 4.555
H -0.841 3.832 -1.890
H -0.024 -2.191 -1.540
H -0.022 -5.623 -3.243
H 6.149 -10.412 -5.862
H 3.557 -2.098 -3.638
H 5.259 0.420 3.605
H 6.041 -3.930 0.037
H 4.951 -4.889 1.036
H 6.069 -8.689 -5.989
H -7.723 5.934 -2.825
H 4.556 3.463 6.046
H -3.143 2.980 -0.235
H -1.075 1.236 9.363
H 2.731 -5.500 0.313
H 4.549 4.260 7.581
H -1.376 8.164 -4.760
H 3.095 1.255 4.564
H -0.899 11.470 -5.363
H 6.013 0.400 -4.131
H 5.307 -1.315 3.481
H -2.442 8.311 -3.382
H -3.021 1.107 -1.807
H -2.030 2.926 -2.783
H -0.360 6.555 -3.479
H 4.077 3.008 9.513
H 2.860 -0.728 2.297
H 3.637 -6.772 2.303
H 7.320 -0.642 -3.692
H -4.501 -0.520 -0.818
H -0.848 -0.050 -0.130
H -7.834 2.403 1.872
H 0.305 1.984 8.633
H -1.498 11.964 -1.400
H -2.922 7.345 -4.789
H -1.029 0.763 11.675
H 7.743 -3.155 -4.528
H -0.555 -6.183 -1.676
H 9.665 -10.453 -5.485
H -12.438 4.822 3.533
H 2.586 -5.590 -2.706
H -0.567 -3.348 -3.902
H 0.804 -4.631 -0.473
H 0.030 -7.940 3.693
H 1.770 -6.742 -1.603
H 8.724 -6.186 -6.078
H 4.950 -1.290 -0.261
H -3.210 -2.330 -1.474
H 3.752 1.323 9.376
H 4.616 -4.268 -1.734
H 6.423 -1.760 0.516
H 1.299 -3.785 -1.952
H -9.337 3.975 -0.356
H -8.542 -3.161 1.406
H -7.734 -3.022 2.929
H -3.394 4.877 -1.081
H 4.908 -2.963 2.260
H -7.950 -1.631 -0.365
H 8.248 -11.442 -5.571
H 0.830 0.490 4.281
H 3.241 1.719 2.867
H 1.845 -0.829 -2.289
H -4.299 2.476 1.928
*
```